Molecular formula: C18H39NO2
Method: DFT, wB97M-V/def2-TZVPD

XYZ file:
```
60
Properties=species:S:1:pos:R:3
C 1.658 -5.349 4.093
C 2.604 -4.206 3.352
C 2.458 -2.853 3.849
C 1.080 -2.263 3.865
C 0.786 -1.963 2.532
C -0.759 -1.425 2.448
C -1.289 -1.123 1.083
C -1.248 -2.357 0.028
C -2.061 -2.102 -1.231
C -1.483 -1.028 -2.178
C -0.275 -1.846 -3.025
C 0.627 -0.735 -3.712
C 1.503 0.396 -2.654
C 1.340 1.696 -3.216
C 0.202 2.457 -2.755
H -0.885 1.769 -2.973
C -0.077 2.831 -1.137
O 0.936 3.578 -0.753
H 0.986 4.407 -1.536
C -1.525 3.207 -0.894
N -1.456 4.581 -1.467
H -1.259 5.103 -0.842
H -2.589 4.768 -1.641
H -2.329 2.502 -1.294
C -1.357 3.250 0.477
O -0.743 4.309 1.172
H 0.163 4.189 1.055
H -2.589 3.566 0.742
H -1.517 2.251 1.150
H 0.066 1.832 -0.665
H 0.040 3.344 -3.378
H 2.334 2.250 -2.601
H 1.521 1.839 -4.260
H 2.450 -0.051 -2.710
H 1.077 0.156 -1.664
H 1.081 -1.190 -4.618
H -0.046 0.061 -4.258
H -0.865 -2.515 -3.566
H 0.391 -2.187 -2.201
H -2.282 -0.967 -2.974
H -1.367 -0.106 -1.610
H -3.343 -1.838 -0.892
H -2.357 -3.061 -1.654
H -0.427 -2.756 -0.063
H -1.840 -3.188 0.638
H -2.095 -0.362 0.901
H -0.438 -0.348 0.496
H -0.745 -0.309 2.958
H -1.383 -2.080 2.700
H 0.567 -3.224 1.941
H 1.429 -1.499 1.857
H 1.098 -1.366 4.336
H 0.394 -2.846 4.202
H 3.073 -2.176 3.570
H 2.584 -2.848 5.082
H 3.464 -4.683 3.478
H 2.493 -4.287 2.417
H 0.663 -5.257 3.971
H 1.956 -6.407 3.643
H 1.599 -5.293 5.151
```

As for the HOMO energy: -8.8 eV. The calculation puts the energy relative to the best compared isomer or geometry (same formula, charge and spin) at 17.601 eV. For the orbital gap, the calculation gives 9.389 eV.

Molecular formula: C18H40Br2Cl2F3K2LiMgN5O9S
Method: DFT, wB97M-V/def2-TZVPD

XYZ file:
```
84
Properties=species:S:1:pos:R:3
C 4.715 2.708 2.427
C 3.725 2.940 3.555
C 2.491 2.051 3.534
C 1.479 2.349 2.435
O 1.001 1.133 1.898
N 0.247 1.414 0.726
C -1.132 1.238 1.159
C -2.203 1.660 0.187
O -3.405 1.851 0.966
C -4.463 1.560 0.158
O -5.133 2.412 -0.342
C 0.666 0.499 -0.375
C 0.414 1.263 -1.706
C 1.621 1.392 -2.599
O 2.240 2.664 -2.313
C 3.585 2.694 -2.593
C 3.860 3.250 -3.987
F 3.066 2.724 -4.952
F 3.722 4.557 -3.971
F 5.212 3.009 -4.292
C -0.126 -0.809 -0.377
C 0.334 -1.952 -1.282
N -0.887 -2.513 -1.918
N 0.884 -3.072 -0.495
N 1.289 -1.622 -2.348
C 2.181 0.214 -0.136
O 2.994 1.158 -0.257
O 2.484 -0.948 0.200
H 4.445 3.282 1.520
H 4.739 1.651 2.173
H 5.730 2.971 2.711
H 4.263 2.686 4.510
H 3.492 4.021 3.583
H 2.771 1.011 3.412
H 1.970 2.209 4.481
H 1.934 2.893 1.617
H 0.644 2.981 2.775
H -1.257 1.919 2.000
H -1.346 0.262 1.599
H -2.425 0.902 -0.565
H -1.959 2.605 -0.292
H -4.662 0.517 -0.091
H -0.384 0.759 -2.256
H 0.029 2.258 -1.501
H 1.309 1.450 -3.651
H 2.331 0.581 -2.500
H 4.111 1.756 -2.405
H 4.027 3.429 -1.925
H -1.180 -0.642 -0.582
H -0.101 -1.184 0.640
H -1.391 -1.756 -2.362
H -0.624 -3.175 -2.637
H 1.901 -3.101 -0.593
H 0.542 -3.922 -0.950
H 0.801 -1.273 -3.163
H 1.780 -2.451 -2.650
Li 4.884 1.701 -5.697
N 1.808 3.765 6.200
H 1.668 4.440 6.951
H 2.747 3.886 5.787
H 1.745 2.812 6.571
H 1.103 3.895 5.475
O -2.713 -5.402 -2.376
S -3.589 -5.501 -1.259
O -4.058 -6.769 -0.799
O -4.908 -4.588 -1.590
C -5.612 -4.846 -2.808
C -6.412 -6.141 -2.728
C -2.959 -4.583 0.094
H -4.928 -4.861 -3.656
H -6.294 -4.001 -2.959
H -5.761 -7.007 -2.643
H -7.025 -6.272 -3.621
H -7.054 -6.147 -1.851
H -2.643 -3.603 -0.259
H -2.103 -5.138 0.483
H -3.730 -4.504 0.857
Br -5.829 0.667 2.296
K -7.154 -0.689 4.141
Cl 4.698 5.330 1.230
Mg 1.014 -4.188 1.380
Br 5.283 0.950 5.450
Cl 3.128 4.752 0.077
K -7.656 -4.417 -0.943
```

As for the HOMO energy: -6.3 eV. As for the net charge: +1. The calculation puts the energy relative to the best compared isomer or geometry (same formula, charge and spin) at 0.000 eV. For the orbital gap, the calculation gives 2.449 eV.

Molecular formula: C18H40ClINO8PSSi
Method: DFT, wB97M-V/def2-TZVPD

XYZ file:
```
72
Properties=species:S:1:pos:R:3
C 4.823 -2.141 -0.990
Si 3.103 -1.227 -1.182
C 3.212 0.069 -2.633
C 2.917 -0.161 0.448
O 1.748 -2.379 -1.393
C 0.628 -1.582 -1.980
C -0.816 -2.357 -1.968
C -2.110 -1.366 -1.636
C -2.042 0.141 -2.357
C -2.226 0.092 -3.986
C -2.458 1.600 -4.668
C -4.034 1.634 -5.226
O -4.268 2.692 -6.226
O -3.272 -2.086 -2.255
S -4.682 -1.321 -1.586
O -5.853 -2.215 -1.116
O -5.263 -0.098 -2.398
O -3.925 -0.730 -0.137
C -2.583 -1.363 -0.031
C -2.877 -2.807 0.696
C -3.087 -2.726 2.323
C -4.547 -2.159 2.806
I -4.243 -1.439 4.894
P -1.162 -0.424 0.834
O -1.735 0.370 2.300
Cl 0.182 -2.001 1.467
H 5.225 -2.446 -2.047
H 5.584 -1.349 -0.533
H 4.755 -3.018 -0.216
H 4.090 0.819 -2.427
H 3.352 -0.454 -3.670
H 2.212 0.711 -2.561
H 2.997 -0.880 1.395
H 1.810 0.284 0.468
H 3.704 0.722 0.509
H 0.916 -1.436 -3.128
H 0.645 -0.551 -1.419
H -1.036 -2.825 -3.043
H -0.723 -3.267 -1.238
H -2.849 0.889 -1.896
H -0.995 0.680 -2.157
H -3.120 -0.561 -4.367
H -1.248 -0.356 -4.489
H -2.325 2.474 -3.899
H -1.778 1.720 -5.641
H -4.800 1.830 -4.342
H -4.325 0.609 -5.761
H -5.262 2.915 -6.168
H -1.982 -3.576 0.516
H -3.840 -3.370 0.270
H -2.270 -2.116 2.898
H -3.000 -3.845 2.729
H -4.945 -1.233 2.212
H -5.336 -3.020 2.883
H -1.180 -0.075 3.033
C 3.007 3.824 5.000
C 2.426 2.858 3.971
C 3.159 1.498 3.920
O 4.413 1.533 3.233
C 5.503 1.985 4.022
N 2.413 3.513 2.654
H 3.952 4.267 4.676
H 2.312 4.654 5.177
H 3.174 3.322 5.958
H 1.388 2.660 4.266
H 2.533 0.799 3.353
H 3.276 1.065 4.921
H 5.412 1.676 5.068
H 5.589 3.070 3.950
H 6.420 1.554 3.612
H 1.939 2.899 1.990
H 3.379 3.534 2.316
```

As for the HOMO energy: -9.4 eV. The SMILES is C[Si](C)(C)OCC[C@@]1(CCCCO)OS(=O)(=O)O[C@]1(CCCI)P(O)Cl.COC[C@@H](C)N. For the orbital gap, the calculation gives 8.816 eV.

Molecular formula: C18H40EuN5P3S
Method: DFT, wB97M-V/def2-TZVPD

XYZ file:
```
68
Properties=species:S:1:pos:R:3
Eu -0.424 -0.432 1.297
P 2.069 1.407 2.229
P -1.896 2.194 1.429
P 0.699 1.211 -0.961
H -0.693 -3.125 0.129
C 0.205 -2.844 -0.462
C 1.412 -2.745 0.143
H 1.519 -2.960 1.219
C 2.495 0.995 3.964
C 2.164 3.247 2.382
C 3.719 1.132 1.465
C -3.476 1.638 0.674
C -2.464 2.582 3.133
C -1.801 3.900 0.718
C 1.895 0.187 -1.905
C 1.407 2.880 -1.250
C -0.772 1.301 -2.060
H 0.024 -2.667 -1.528
H 2.336 -2.471 -0.378
H 2.473 -0.101 4.091
H 1.744 1.424 4.651
H 3.500 1.381 4.226
H 1.351 3.591 3.033
H 2.034 3.712 1.397
H 3.136 3.535 2.812
H 3.919 0.055 1.448
H 4.488 1.646 2.055
H 3.730 1.495 0.433
H -4.254 2.406 0.780
H -3.812 0.713 1.163
H -3.331 1.405 -0.388
H -3.284 3.324 3.144
H -1.621 2.970 3.724
H -2.801 1.660 3.632
H -2.700 4.479 0.967
H -1.688 3.867 -0.372
H -0.923 4.425 1.114
H 1.938 0.512 -2.953
H 1.607 -0.872 -1.874
H 2.892 0.288 -1.456
H 1.458 3.055 -2.330
H 2.416 2.940 -0.826
H 0.761 3.638 -0.792
H -0.455 1.635 -3.055
H -1.521 2.000 -1.668
H -1.239 0.311 -2.140
C -0.488 -2.590 -5.243
C -1.575 -2.626 -6.148
C -1.827 -3.810 -6.853
C -0.959 -4.904 -6.761
C 0.222 -4.772 -6.029
C 0.495 -3.600 -5.335
S -0.236 -1.333 -4.025
H -1.412 -0.753 -3.578
H -2.201 -1.744 -6.275
H -2.712 -3.896 -7.482
H -1.188 -5.847 -7.259
H 0.940 -5.580 -5.985
H 1.442 -3.448 -4.818
N -1.463 -3.400 5.206
N -0.784 -2.227 4.922
N -0.904 -1.216 5.847
C -0.777 -0.157 5.066
N -0.702 -0.422 3.746
N -0.794 -1.762 3.642
H -1.098 -4.166 4.665
H -1.468 -3.522 6.210
H -0.750 0.852 5.436
```

As for the HOMO energy (spin up / spin down): -16.1 / -14.9 eV. As for the net charge: +3. As for the spin multiplicity: 7. For the orbital gap (spin up / spin down), the calculation gives 8.011 / 3.090 eV.

Molecular formula: C18H40FO4PS
Method: DFT, wB97M-V/def2-TZVPD

XYZ file:
```
65
Properties=species:S:1:pos:R:3
C 7.034 -0.571 0.049
C 5.824 -1.184 0.762
O 5.004 -0.223 1.436
C 4.514 0.837 0.747
O 4.323 1.870 1.324
C 4.097 0.610 -0.687
C 2.645 0.104 -0.832
C 1.563 1.199 -0.891
P 0.897 1.629 0.777
C -0.286 0.230 1.045
C -1.324 -0.133 -0.038
C -1.501 -1.646 -0.195
S -0.149 -2.423 -1.119
C -0.235 3.019 0.330
F -1.322 2.643 -0.503
C -0.810 3.735 1.544
C -1.386 5.106 1.193
H 6.923 -0.602 -1.037
H 7.938 -1.132 0.298
H 7.196 0.461 0.367
H 5.222 -1.789 0.076
H 6.159 -1.852 1.557
H 4.226 1.572 -1.195
H 4.756 -0.102 -1.185
H 2.603 -0.468 -1.762
H 2.413 -0.593 -0.019
H 0.749 0.846 -1.531
H 1.953 2.117 -1.342
H 0.349 -0.635 1.266
H -0.798 0.491 1.978
H -2.288 0.315 0.215
H -1.036 0.290 -1.001
H -2.444 -1.875 -0.697
H -1.520 -2.139 0.781
H -0.497 -1.971 -2.329
H 0.356 3.722 -0.274
H -1.588 3.095 1.978
H -0.020 3.828 2.297
H -1.764 5.625 2.075
H -2.198 5.014 0.468
H -0.605 5.732 0.747
C -0.202 -7.180 -1.988
C 0.914 -6.719 -1.063
C 0.433 -6.570 0.373
O 1.489 -5.502 -1.530
H -1.010 -6.443 -1.997
H 0.168 -7.287 -3.008
H -0.616 -8.136 -1.665
H 1.730 -7.443 -1.095
H -0.357 -5.816 0.426
H 1.250 -6.246 1.017
H 0.035 -7.510 0.758
H 0.795 -4.831 -1.515
C -5.467 3.032 -0.673
C -5.324 3.781 0.642
C -6.645 3.889 1.386
O -4.753 5.071 0.430
H -6.159 3.560 -1.336
H -4.502 2.962 -1.177
H -5.853 2.024 -0.515
H -4.597 3.264 1.270
H -7.373 4.442 0.785
H -6.512 4.422 2.328
H -7.061 2.904 1.599
H -5.356 5.579 -0.123
```

As for the HOMO energy: -8.5 eV. The SMILES is CCOC(=O)CCCP(CCCS)[C@@H](F)CC.CC(C)O.CC(C)O. For the orbital gap, the calculation gives 9.104 eV.

Molecular formula: C18H40IrN5OP3
Method: DFT, wB97M-V/def2-TZVPD

XYZ file:
```
68
Properties=species:S:1:pos:R:3
Ir -0.005 0.054 -0.141
P 1.744 0.965 1.093
P -0.760 1.901 -1.294
P 1.378 -0.455 -1.846
H -1.836 -1.993 -0.080
C -0.784 -1.978 -0.391
C 0.220 -1.991 0.642
H -0.133 -2.105 1.671
C 1.273 1.360 2.809
C 2.308 2.587 0.480
C 3.165 -0.162 1.292
C -2.199 1.157 -2.148
C -1.482 3.228 -0.270
C 0.215 2.905 -2.480
C 2.244 -2.070 -1.716
C 2.799 0.646 -2.260
C 0.407 -0.678 -3.392
H -0.565 -2.434 -1.365
H 1.208 -2.408 0.447
H 1.043 0.439 3.365
H 0.389 2.013 2.812
H 2.106 1.880 3.304
H 1.462 3.286 0.427
H 2.781 2.519 -0.503
H 3.041 2.984 1.194
H 2.812 -1.116 1.706
H 3.869 0.280 2.009
H 3.698 -0.363 0.356
H -2.750 1.933 -2.693
H -2.852 0.714 -1.385
H -1.890 0.371 -2.845
H -1.717 4.097 -0.903
H -0.788 3.536 0.521
H -2.393 2.837 0.202
H -0.409 3.747 -2.817
H 0.531 2.340 -3.362
H 1.100 3.333 -1.987
H 2.818 -2.236 -2.638
H 1.525 -2.889 -1.599
H 2.944 -2.075 -0.869
H 3.289 0.256 -3.165
H 3.548 0.654 -1.454
H 2.477 1.672 -2.468
H 1.031 -1.184 -4.143
H 0.062 0.274 -3.814
H -0.466 -1.317 -3.194
C -2.479 -0.906 -6.779
C -3.585 -1.295 -7.570
C -3.847 -2.657 -7.709
C -3.004 -3.618 -7.119
C -1.848 -3.206 -6.440
C -1.552 -1.848 -6.308
O -2.307 0.373 -6.324
H -3.035 0.928 -6.657
H -4.226 -0.542 -8.026
H -4.717 -2.987 -8.274
H -3.244 -4.685 -7.197
H -1.166 -3.946 -6.003
H -0.644 -1.500 -5.809
N -4.519 1.148 2.720
N -3.172 0.865 2.507
N -2.562 -0.035 3.330
C -1.479 -0.336 2.628
N -1.464 0.255 1.401
N -2.604 0.970 1.296
H -4.707 1.124 3.720
H -4.794 2.018 2.276
H -0.711 -0.969 3.065
```

As for the HOMO energy (spin up / spin down): -15.8 / -20.5 eV. As for the net charge: +4. The calculation puts the energy relative to the best compared isomer or geometry (same formula, charge and spin) at 0.000 eV. As for the spin multiplicity: 6. For the orbital gap (spin up / spin down), the calculation gives 5.297 / 4.842 eV.

Molecular formula: C18H40LaN5OP3
Method: DFT, wB97M-V/def2-TZVPD

XYZ file:
```
68
Properties=species:S:1:pos:R:3
La 0.016 -0.512 0.645
P -2.050 -0.378 -2.005
P 1.761 -1.964 -1.369
P -0.283 1.911 -1.217
H -2.065 2.035 4.124
C -2.534 2.757 3.443
C -3.523 2.433 2.597
H -3.874 1.397 2.479
C -3.311 -1.715 -1.973
C -1.367 -0.778 -3.660
C -3.204 0.962 -2.482
C 3.062 -2.625 -0.241
C 0.944 -3.539 -1.858
C 2.747 -1.684 -2.891
C -1.360 3.259 -0.626
C 0.234 2.341 -2.913
C 1.247 2.325 -0.296
H -2.158 3.791 3.536
H -3.988 3.169 1.931
H -3.955 -1.602 -1.092
H -2.838 -2.704 -1.935
H -3.926 -1.638 -2.882
H -0.832 -1.734 -3.610
H -0.673 -0.003 -3.998
H -2.197 -0.863 -4.373
H -3.664 1.376 -1.579
H -3.992 0.531 -3.112
H -2.713 1.773 -3.029
H 3.760 -3.216 -0.852
H 2.627 -3.263 0.544
H 3.599 -1.795 0.245
H 1.620 -4.391 -1.700
H 0.648 -3.515 -2.913
H 0.024 -3.738 -1.290
H 3.613 -2.367 -2.900
H 3.101 -0.641 -2.893
H 2.121 -1.857 -3.782
H -0.757 4.168 -0.508
H -1.789 2.987 0.350
H -2.172 3.441 -1.340
H 0.904 3.211 -2.866
H -0.620 2.583 -3.557
H 0.789 1.500 -3.351
H 1.448 3.388 -0.478
H 2.095 1.731 -0.663
H 1.157 2.194 0.794
C 2.303 1.071 3.022
C 3.420 0.371 3.464
C 4.515 1.108 3.910
C 4.456 2.508 3.924
C 3.346 3.177 3.409
C 2.217 2.453 2.982
O 1.258 0.331 2.400
H 1.431 -0.616 2.667
H 3.433 -0.719 3.387
H 5.386 0.581 4.288
H 5.313 3.077 4.277
H 3.360 4.265 3.325
H 1.294 2.942 2.658
N -1.419 -4.822 1.216
N -1.937 -3.550 1.056
N -3.137 -3.281 1.648
C -3.112 -1.956 1.743
N -1.922 -1.414 1.387
N -1.121 -2.497 1.054
H -2.172 -5.484 1.105
H -0.660 -4.962 0.547
H -3.924 -1.325 2.077
```

As for the HOMO energy: -16.6 eV. As for the net charge: +3. For the orbital gap, the calculation gives 6.147 eV.